[1]
9
Properties=species:S:1:pos:R:3 method="wB97M-V/def2-TZVPD" e_lumo_ev=-0.31 e_tot_ev=-16053.7552 gap_ev=7.197 fmax_ev_per_a=4.9 total_charge=0
C 1.3468 0.4895 2.5430
C 0.0967 0.3094 -0.8880
C -1.0495 -0.5679 -0.9437
O 0.7793 0.8484 -1.7188
S 0.5493 0.1152 1.2357
H 2.1367 1.2533 2.6120
H -1.5501 -0.1396 -1.7623
H -1.7174 -0.7168 -0.1121
H -0.5917 -1.5914 -0.9659

[2]
9
Properties=species:S:1:pos:R:3 method="wB97M-V/def2-TZVPD" e_lumo_ev="-9.36 / -11.55" multiplicity=4 e_tot_ev=-34727.5628 gap_ev="9.432 / 5.265" fmax_ev_per_a=3.6 total_charge=+2 s2=3.78
C -0.4121 -0.1321 0.6912
C 0.9138 0.5825 0.8453
C 0.6005 -0.9434 0.7756
H -1.4355 0.0607 0.9973
H 1.0789 1.0869 1.8119
H 1.2497 1.1336 -0.0484
H 1.0021 -1.9519 0.8276
O -1.5893 0.2250 -1.9054
Tm -1.4082 -0.0613 -3.9951

[3]
9
Properties=species:S:1:pos:R:3 method="wB97M-V/def2-TZVPD" smiles="CBON=O" e_lumo_ev=-0.52 e_tot_ev=-7360.9429 gap_ev=9.824 fmax_ev_per_a=3.4 total_charge=0
C 1.0876 -0.4457 -0.1032
B 0.1654 0.7822 0.1161
O -1.1596 0.7349 0.2977
N -1.8151 -0.4522 -0.2332
O -2.9740 -0.3923 -0.4640
H 1.1267 -0.6013 0.9222
H 2.0333 -0.0813 -0.3775
H 0.8010 -1.3428 -0.5947
H 0.7346 1.7985 0.4366

[4]
54
Properties=species:S:1:pos:R:3 method="wB97M-V/def2-TZVPD" smiles="C=CCc1c(NCCC)c(N(C(C)=O)C(C)=O)c(CCCN)c2nsnc12" e_lumo_ev=-1.39 e_tot_ev=-42510.3358 gap_ev=6.460 fmax_ev_per_a=5.3 total_charge=0
C -0.0655 1.9209 4.7845
C -0.0603 0.4829 4.7181
C -0.9923 -0.4030 3.7194
C -0.9135 0.2504 2.2371
C 0.3455 0.0055 1.3267
N 1.4677 -0.8141 1.7937
C 1.3531 -2.2613 1.4378
C -0.1340 -2.8007 1.1587
C -0.0469 -4.4342 1.2829
C 0.3911 0.7052 -0.0810
N 1.4935 0.6428 -1.0616
C 1.9012 -0.7282 -1.4089
C 1.0187 -1.8093 -2.1856
O 3.0932 -1.0670 -1.0987
C 2.6377 1.5257 -0.7156
C 3.0324 2.6339 -1.8375
O 3.2826 1.5125 0.3602
C -0.8335 1.6089 -0.4900
C -0.8074 2.3914 -1.9106
C -1.8260 1.6532 -2.9185
C -1.0318 0.4977 -3.7296
N -1.7705 0.1529 -5.0174
C -2.1026 1.8192 0.4003
N -3.2610 2.6153 0.0667
S -4.2732 2.4468 1.4612
N -3.3804 1.4067 2.5174
C -2.1469 1.1175 1.8114
H -0.9771 2.4494 5.2263
H 0.8893 2.4682 4.4458
H 0.6844 -0.0592 5.4232
H -0.5667 -1.4616 3.7619
H -2.0671 -0.4448 4.1208
H 1.6262 -0.6699 2.8077
H 2.0092 -2.5955 0.5589
H 1.7423 -2.8530 2.3570
H -0.9150 -2.4860 1.9329
H -0.5071 -2.5940 0.0867
H 0.8680 -4.7786 1.8861
H -0.9673 -4.8091 1.8816
H -0.0938 -4.9615 0.2717
H -0.0710 -1.8699 -1.8504
H 1.5747 -2.8199 -2.1193
H 1.0252 -1.5407 -3.3143
H 3.9353 3.2316 -1.4821
H 2.1427 3.3483 -1.9349
H 3.2122 2.0984 -2.8472
H 0.2517 2.4149 -2.3705
H -1.1074 3.5043 -1.7923
H -2.2638 2.4244 -3.6370
H -2.6348 1.1481 -2.2621
H 0.0609 0.7660 -3.9454
H -1.1284 -0.4554 -3.0769
H -2.0005 -0.8517 -4.9635
H -1.0932 0.3257 -5.7854

[5]
63
Properties=species:S:1:pos:R:3 method="wB97M-V/def2-TZVPD" e_lumo_ev="-6.95 / -8.83" multiplicity=5 e_tot_ev=-51040.2141 gap_ev="7.123 / 5.526" fmax_ev_per_a=5.5 total_charge=+2 s2=6.02
P 0.5452 0.4414 -3.3967
P -2.9883 -0.4798 -4.2780
C -0.1865 -0.0140 -5.1130
C -1.6724 0.0227 -5.4897
H 0.2014 -1.0204 -5.3382
H 0.3364 0.6836 -5.7912
H -1.9540 1.0248 -5.8487
H -1.8031 -0.6565 -6.3480
C -3.7178 -1.8815 -5.3228
H -4.4121 -2.5132 -4.7594
H -2.9419 -2.5163 -5.7573
H -4.2850 -1.4445 -6.1519
C -4.4243 0.6178 -4.6756
H -4.8821 0.3249 -5.6237
H -4.1184 1.6650 -4.7609
H -5.1955 0.5307 -3.9037
C 2.0010 -0.7660 -3.8367
H 2.8568 -0.7368 -3.0931
H 2.3620 -0.6148 -4.8616
H 1.5817 -1.7670 -3.7339
C 0.6673 2.2748 -3.7252
H -0.2755 2.7405 -3.4241
H 0.8632 2.4529 -4.7856
H 1.4878 2.7420 -3.1288
Pt 2.4970 1.0455 -2.4069
C -4.0519 -1.4728 -2.5895
C -3.3011 -2.6579 -2.5473
C -1.8704 -2.7045 -2.9179
C -1.0397 -1.6381 -2.1520
C -1.2521 -0.1536 -2.3642
C -2.4767 0.5792 -2.8808
C -3.5037 0.8282 -1.7819
C -4.0471 -0.5322 -1.3778
C 3.8732 2.3918 -1.8701
H -5.0528 -1.5224 -3.0408
H -3.8021 -3.6008 -2.3034
H -1.6977 -2.6261 -4.0142
H -1.4895 -3.7013 -2.6334
H -1.1514 -1.8608 -1.0719
H 0.0199 -1.8675 -2.3757
H -0.9106 0.3526 -1.4542
H -2.1540 1.5480 -3.3070
H -4.3032 1.5054 -2.0910
H -2.9969 1.3305 -0.9481
H -3.3631 -0.9349 -0.6248
H -5.0509 -0.4581 -0.9294
H 3.5922 3.1016 -1.0795
H 4.1420 2.9232 -2.7981
H 4.7085 1.7468 -1.5244
C 1.6809 2.0002 1.3333
Si 1.6068 0.1744 0.8642
C 2.8753 -0.6806 1.9911
C -0.0580 -0.5499 1.5059
O 1.8581 -0.0861 -0.7163
H 2.3783 2.1089 2.1811
H 0.7017 2.3957 1.6467
H 2.0605 2.6049 0.4958
H 2.7365 -0.3661 3.0381
H 2.7989 -1.7758 1.9621
H 3.8972 -0.4129 1.6862
H -0.9341 0.0556 1.2402
H -0.2172 -1.5600 1.1144
H -0.0692 -0.6355 2.6030

[6]
168
Properties=species:S:1:pos:R:3 method="wB97M-V/def2-TZVPD" e_lumo_ev=0.44 e_tot_ev=-75046.5733 gap_ev=9.936 fmax_ev_per_a=2.1 total_charge=0
C 8.9635 -10.2899 -13.4833
C 9.5609 -10.2224 -12.0812
C 10.9794 -9.6825 -12.0527
O 8.7545 -9.4148 -11.2180
H 9.0370 -9.2753 -13.8793
H 7.9030 -10.5417 -13.4189
H 9.4609 -11.0757 -14.0504
H 9.5672 -11.2257 -11.6204
H 11.2748 -9.2847 -11.0829
H 11.0425 -8.8421 -12.7533
H 11.7306 -10.4229 -12.3286
H 7.8498 -9.7932 -11.2350
C 5.1765 -14.8342 -12.3194
C 6.3844 -14.4147 -11.4896
C 7.5044 -13.8268 -12.3292
O 5.9271 -13.4378 -10.5428
H 5.2762 -15.8123 -12.7951
H 5.0197 -14.0947 -13.1080
H 4.3115 -14.9413 -11.6649
H 6.7571 -15.3000 -10.9644
H 7.7261 -14.4443 -13.2071
H 8.4463 -13.7422 -11.7822
H 7.2323 -12.8488 -12.7355
H 6.4311 -13.5637 -9.7102
C 8.3231 -19.2423 -9.0351
C 7.8317 -19.5724 -7.6415
C 8.7750 -18.9765 -6.5882
O 6.5295 -19.0288 -7.4584
H 9.2887 -19.6839 -9.2916
H 8.4092 -18.1542 -9.0665
H 7.6216 -19.5420 -9.8167
H 7.7468 -20.6477 -7.4709
H 8.7466 -17.8826 -6.5818
H 9.8118 -19.2765 -6.7605
H 8.4531 -19.2966 -5.5959
H 6.5889 -18.1023 -7.7659
C 4.2501 -17.4697 -9.3681
C 4.9243 -16.3663 -8.5717
C 4.4103 -16.2237 -7.1403
O 6.3441 -16.5073 -8.6198
H 3.8883 -18.2732 -8.7194
H 4.9566 -17.9428 -10.0529
H 3.3945 -17.1274 -9.9495
H 4.6638 -15.4347 -9.0987
H 3.3383 -16.0222 -7.2163
H 4.8435 -15.3433 -6.6658
H 4.6266 -17.1353 -6.5842
H 6.7347 -15.6935 -8.2532
C 11.6152 -12.2616 -2.8521
C 10.9029 -12.6950 -4.1325
C 10.3634 -11.4991 -4.8971
O 11.8291 -13.4164 -4.9677
H 11.8050 -13.1379 -2.2316
H 11.0432 -11.5432 -2.2645
H 12.5714 -11.8167 -3.1336
H 10.1011 -13.3969 -3.8844
H 9.9915 -11.7391 -5.8953
H 11.1618 -10.7694 -5.0499
H 9.5272 -11.0207 -4.3795
H 12.3211 -12.7715 -5.5164
C 9.4056 -14.4768 -8.2957
C 8.4292 -13.4069 -7.8783
C 8.5911 -12.0962 -8.6582
O 7.0850 -13.9033 -8.0667
H 9.2587 -15.4390 -7.8084
H 10.4297 -14.1722 -8.0678
H 9.3762 -14.5550 -9.3899
H 8.5895 -13.1660 -6.8210
H 8.1212 -11.2379 -8.1812
H 8.3420 -12.1855 -9.7141
H 9.6730 -11.9041 -8.6244
H 6.4822 -13.2702 -7.6277
C 12.4275 -17.0328 -5.2818
C 11.0396 -16.9521 -4.6383
C 11.1439 -16.6277 -3.1519
O 10.3760 -15.8248 -5.2411
H 12.9607 -17.9112 -4.9073
H 12.9971 -16.1244 -5.0846
H 12.3315 -17.1652 -6.3613
H 10.5341 -17.8983 -4.8137
H 11.8316 -17.2837 -2.6068
H 10.1741 -16.6809 -2.6574
H 11.5699 -15.6314 -3.0091
H 10.9518 -15.0464 -5.1344
C 8.2427 -18.8778 -13.3978
C 8.4661 -17.3923 -13.1664
C 8.9070 -17.1719 -11.7152
O 9.4764 -16.8724 -14.0417
H 9.0880 -19.5007 -13.1007
H 7.9777 -19.1156 -14.4273
H 7.3847 -19.1437 -12.7681
H 7.5177 -16.8787 -13.3375
H 9.1267 -16.1416 -11.4497
H 9.7583 -17.8317 -11.5140
H 8.1206 -17.5336 -11.0509
H 10.3239 -17.1411 -13.6726
C 3.4827 -12.5272 -7.7867
C 4.4194 -11.5066 -7.1433
C 3.7180 -10.6139 -6.1357
O 5.4664 -12.2415 -6.4726
H 3.4928 -13.4675 -7.2343
H 3.8000 -12.7351 -8.8073
H 2.4393 -12.2096 -7.7664
H 4.8498 -10.8637 -7.9174
H 4.4541 -10.0120 -5.5983
H 3.1307 -11.1988 -5.4227
H 2.9843 -9.9879 -6.6472
H 5.7677 -11.7166 -5.7239
C 6.2223 -5.9842 -8.9093
C 6.6878 -7.0235 -7.9231
C 6.1742 -8.4269 -8.2704
O 8.1109 -7.0655 -7.8044
H 6.6801 -5.0106 -8.7419
H 5.1492 -5.8353 -8.7383
H 6.3312 -6.3209 -9.9427
H 6.3061 -6.7908 -6.9245
H 5.0943 -8.3866 -8.4261
H 6.4614 -9.1165 -7.4741
H 6.6624 -8.8249 -9.1641
H 8.4701 -7.1848 -8.6931
C 10.8653 -9.3430 -8.2375
C 11.4865 -7.9850 -7.9198
C 12.7024 -8.1021 -7.0224
O 11.9132 -7.3728 -9.1448
H 9.9977 -9.2647 -8.8976
H 10.4488 -9.8012 -7.3330
H 11.6015 -10.0362 -8.6508
H 10.7071 -7.3850 -7.4377
H 13.5076 -8.6053 -7.5589
H 12.4489 -8.7603 -6.1857
H 13.0082 -7.1365 -6.6278
H 11.1235 -7.2140 -9.6738
C 15.5459 -11.8470 -7.4031
C 14.0456 -11.5332 -7.3951
C 13.2342 -12.6338 -8.0595
O 13.5976 -11.5074 -6.0176
H 16.1099 -10.9923 -7.0210
H 15.8357 -12.0185 -8.4400
H 15.7143 -12.6938 -6.7418
H 13.8369 -10.5778 -7.8822
H 13.5274 -12.7456 -9.1045
H 12.1753 -12.4115 -7.9370
H 13.4649 -13.6167 -7.6376
H 14.1333 -10.8564 -5.5490
C 3.8864 -10.5615 -11.0018
C 5.1640 -10.1744 -11.7345
C 5.3322 -8.6675 -11.8893
O 6.2777 -10.6828 -10.9884
H 3.7701 -10.0150 -10.0668
H 3.8526 -11.6361 -10.8281
H 3.0287 -10.3546 -11.6534
H 5.1390 -10.6155 -12.7405
H 5.0097 -8.1751 -10.9684
H 4.6787 -8.3148 -12.6850
H 6.3800 -8.4154 -12.0430
H 6.2129 -11.6590 -10.9596
C 11.7457 -14.2994 -11.6655
O 12.3187 -13.0290 -11.4026
H 10.6810 -14.2528 -11.8980
H 12.3261 -14.8096 -12.4399
H 11.8468 -14.9044 -10.7626
H 12.3248 -12.5101 -12.2110
C 6.9447 -14.9717 -4.7493
O 7.9268 -15.4751 -3.8421
H 5.9704 -14.8120 -4.2988
H 7.3155 -14.0186 -5.1557
H 6.8987 -15.6279 -5.6234
H 8.6180 -15.8324 -4.4264

[7]
24
Properties=species:S:1:pos:R:3 method="wB97M-V/def2-TZVPD" e_lumo_ev="-3.65 / -8.65" multiplicity=2 e_tot_ev=-13493.0717 gap_ev="11.208 / 6.207" fmax_ev_per_a=5.3 total_charge=+1 s2=0.75
C 0.0174 0.0731 2.1732
N 0.7593 -0.2010 0.9453
C 0.6425 -1.5775 0.3132
N 0.3443 -1.5277 -1.0993
H -1.0567 0.2733 1.7535
H -0.0310 -0.9292 2.6576
H 0.4894 0.7999 2.7387
H 0.3206 0.5634 0.2858
H -0.0940 -2.2270 0.8393
H 1.7292 -1.8873 0.5084
H -0.6465 -1.2828 -1.3145
H 0.8526 -0.7015 -1.4285
H -2.4446 1.2296 -1.3106
H -1.2404 1.5134 -2.2118
O -1.5742 0.9162 -1.5897
H -3.4261 -0.7823 -0.4103
H -3.6440 -1.8594 -1.3138
O -4.1252 -1.1296 -0.8302
H 1.1503 3.7537 -0.5045
H 1.4042 2.8982 0.6303
O 1.2050 3.7930 0.4150
H 2.8702 -0.1246 0.2311
H 3.2949 -1.2579 -0.8147
O 3.2029 -0.3258 -0.6633

[8]
97
Properties=species:S:1:pos:R:3 method="wB97M-V/def2-TZVPD" e_lumo_ev=1.93 e_tot_ev=-117953.5381 gap_ev=5.331 fmax_ev_per_a=0.1 total_charge=-1
K -0.9357 -0.3223 -0.3681
C -1.6942 0.0386 -4.0808
N -1.9616 0.8832 -2.9350
C -3.3153 0.6660 -2.4288
C -1.6742 2.2736 -3.0980
C -1.5311 2.8534 -4.3474
C -1.2299 4.2063 -4.5028
C -1.0780 4.9823 -3.3648
C -1.2128 4.4222 -2.1038
C -1.5038 3.0524 -1.9096
N -1.5144 2.4290 -0.7019
C -1.7904 3.1323 0.4383
C -2.7966 4.1156 0.5152
C -3.1698 4.7167 1.7071
C -2.5350 4.3687 2.8890
C -1.5123 3.4217 2.8472
C -1.1270 2.8011 1.6632
N -0.1179 1.8031 1.6471
C 0.3583 1.3460 2.9382
C 1.0290 2.1026 0.7903
H -2.3880 0.2140 -4.9209
H -1.7939 -1.0029 -3.7724
H -0.6761 0.2094 -4.4364
H -4.0689 0.9364 -3.1861
H -3.4669 1.2769 -1.5405
H -3.4441 -0.3842 -2.1648
H -1.6497 2.2401 -5.2318
H -1.1162 4.6318 -5.4918
H -0.8333 6.0356 -3.4525
H -1.0551 5.0396 -1.2281
H -3.3170 4.3725 -0.4001
H -3.9690 5.4499 1.7091
H -2.8086 4.8315 3.8293
H -1.0005 3.1704 3.7665
H 0.9642 2.1103 3.4552
H 0.9742 0.4647 2.7753
H -0.4738 1.0750 3.5846
H 1.6745 2.8666 1.2517
H 0.6903 2.4591 -0.1780
H 1.6176 1.1901 0.6631
Cl 4.0342 -5.8749 3.5481
C 3.1125 -4.5601 2.8524
C 1.9186 -4.8209 2.2042
C 1.2024 -3.7710 1.6662
Cl -0.2726 -4.1321 0.8044
C 1.5911 -2.3950 1.7297
O 0.9160 -1.4483 1.2434
C 2.8493 -2.2307 2.3971
Cl 3.4974 -0.6150 2.4922
C 3.5852 -3.2611 2.9426
H 1.5494 -5.8329 2.1104
H 4.5267 -3.0507 3.4309
C 1.8404 -2.4031 -3.6668
P 1.7024 -1.2604 -2.2278
C 3.1424 -1.8294 -1.2442
C 2.3470 0.2929 -2.9624
C 1.5454 1.4243 -2.8442
C 1.9393 2.6449 -3.3807
C 3.1555 2.7403 -4.0373
C 3.9718 1.6194 -4.1587
C 3.5690 0.4052 -3.6264
H 2.8413 -2.4148 -4.1038
H 1.1209 -2.1081 -4.4315
H 1.5887 -3.4113 -3.3322
H 4.0613 -1.8858 -1.8322
H 2.9167 -2.8161 -0.8343
H 3.2860 -1.1516 -0.4024
H 0.5909 1.3565 -2.3344
H 1.2840 3.5028 -3.2873
H 3.4713 3.6870 -4.4590
H 4.9236 1.6956 -4.6711
H 4.2137 -0.4612 -3.7284
C -4.3785 1.2567 2.0037
C -3.4744 0.0623 1.9472
O -3.3644 -0.5820 0.9154
C -2.7087 -0.3375 3.1630
C -2.8831 0.3169 4.3817
C -2.1387 -0.0645 5.4865
C -1.2061 -1.0892 5.3757
C -1.0202 -1.7370 4.1624
C -1.7744 -1.3657 3.0619
H -4.8156 1.4149 1.0217
H -3.8182 2.1466 2.3002
H -5.1677 1.0947 2.7420
H -3.5804 1.1401 4.4624
H -2.2710 0.4500 6.4297
H -0.6102 -1.3719 6.2347
H -0.2725 -2.5138 4.0598
H -1.6053 -1.8577 2.1139
N -3.4918 -3.3772 -0.1070
C -2.7357 -3.4687 -1.2463
N -2.5256 -4.7506 -1.7002
O -2.2842 -2.4973 -1.8318
H -3.4250 -4.1433 0.5434
H -3.4767 -2.4560 0.3173
H -3.1846 -5.4690 -1.4580
H -2.1051 -4.8083 -2.6111

[9]
51
Properties=species:S:1:pos:R:3 method="wB97M-V/def2-TZVPD" e_lumo_ev="5.22 / 5.16" multiplicity=3 e_tot_ev=-43217.9124 gap_ev="5.323 / 5.213" fmax_ev_per_a=0.8 total_charge=-2 s2=2.02
Pt 0.5994 -0.4516 -1.4091
N 3.0219 -4.2729 -1.6294
C 2.4968 -2.9692 -1.6752
S 1.0809 -2.7393 -2.6497
N 3.1606 -2.1068 -0.9708
N 2.7166 -0.7990 -1.1113
C 3.1917 -0.0011 -0.2257
C 3.0838 1.4493 -0.2608
C 3.7614 2.1779 0.7212
C 3.7669 3.5629 0.7569
C 3.0587 4.2523 -0.2391
C 2.3639 3.5707 -1.2147
C 2.3237 2.1410 -1.2721
O 1.6728 1.5307 -2.1866
H 2.2966 -4.9550 -1.7712
H 3.5467 -4.4244 -0.7799
H 3.7779 -0.4442 0.5787
H 4.3090 1.6203 1.4777
H 4.2975 4.0962 1.5375
H 3.0570 5.3395 -0.2408
H 1.8065 4.1051 -1.9761
C -3.4886 1.3802 -1.6531
C -2.6437 1.9697 -0.5112
C -1.3623 2.5952 -1.0710
C -2.4371 0.9392 0.5974
C -2.9961 1.2320 1.8343
C -2.9765 0.3454 2.9046
C -2.4191 -0.9082 2.6737
C -1.8515 -1.2815 1.4604
C -1.3690 -2.7297 1.3632
C -1.9260 -3.4745 0.1412
C 0.1591 -2.8527 1.4173
C -1.7709 -0.3264 0.3695
N -1.2505 -0.6324 -0.8363
H -3.6937 2.1397 -2.4204
H -4.4425 1.0005 -1.2722
H -2.9455 0.5495 -2.1131
H -3.2208 2.7780 -0.0533
H -0.7464 1.8537 -1.5704
H -0.7621 3.0484 -0.2761
H -1.6094 3.3769 -1.8030
H -3.4737 2.2005 1.9620
H -3.4016 0.6082 3.8666
H -2.4346 -1.6449 3.4736
H -1.7664 -3.2259 2.2534
H -1.5858 -2.9914 -0.7742
H -3.0214 -3.4656 0.1534
H -1.5827 -4.5168 0.1406
H 0.6051 -2.3701 0.5522
H 0.4682 -3.9070 1.4140
H 0.5556 -2.3726 2.3172

[10]
14
Properties=species:S:1:pos:R:3 method="wB97M-V/def2-TZVPD" smiles="C=CO.CSS" e_lumo_ev=0.38 e_tot_ev=-26956.9516 gap_ev=8.520 fmax_ev_per_a=0.9 total_charge=0
C -1.6036 3.5281 -1.4434
C -1.2575 2.2724 -1.2508
O -1.1237 1.7212 -0.0019
H -1.5581 3.9435 -2.4395
H -1.8710 4.1850 -0.6247
H -1.0005 1.6410 -2.0933
H -0.2524 1.8520 0.3938
C 1.3379 -1.1090 -1.0832
S 0.6840 -2.2188 0.1595
S 0.3804 -0.9695 1.8012
H 2.4279 -1.0870 -1.0651
H 1.0176 -1.4969 -2.0576
H 0.9816 -0.0859 -1.0482
H 0.8056 0.2265 1.3907